[1]
Below is C27H60F12N3O3P2Zn2 as an isolated structure in a non-equilibrium geometry, with properties calculated with the ωB97M-V functional and the def2-TZVPD basis.

## Properties
Total charge ... +3
Energy ... -187596.0598 eV
Maximum force ... 0.091 Eh/bohr

```
109
Properties=species:S:1:pos:R:3:forces:R:3:mulliken_charge:R:1
Zn 0.464 -2.333 -1.260 1.11 1.96 0.09 0.970
Zn 2.781 0.061 -1.084 -0.80 0.48 -0.73 0.666
C 2.930 -1.906 -4.836 0.16 0.91 -0.15 -1.161
C 2.417 -1.279 -3.558 0.59 0.24 0.62 0.869
O 2.941 -0.241 -3.068 0.55 -0.31 -0.07 -0.564
O 1.447 -1.799 -2.926 -1.72 -2.03 0.89 -0.371
H 2.315 -1.590 -5.682 -0.24 -0.04 0.10 0.246
H 2.966 -2.992 -4.845 -0.20 0.01 0.37 0.396
H 3.917 -1.497 -5.048 0.04 -0.09 0.14 0.374
C 0.172 0.350 0.445 -0.89 0.74 0.26 -0.391
O 0.841 -0.311 -0.612 0.76 -1.52 -0.58 0.807
H -0.656 -0.225 0.869 0.51 -0.58 0.23 -0.091
H 0.838 0.717 1.226 0.07 -0.29 0.05 0.085
H -0.373 1.232 0.082 0.41 0.18 -0.35 0.216
C -1.060 -1.883 -5.584 0.24 0.23 1.07 -1.228
C -1.008 -0.341 -5.735 0.23 -1.07 0.07 -0.256
C -1.305 0.337 -4.408 -0.09 -0.56 -0.80 0.015
N -0.851 1.766 -4.350 0.04 0.90 -0.30 0.399
C -1.559 2.629 -5.391 -0.62 -0.51 0.94 -0.931
C 0.623 2.072 -4.630 0.78 -0.37 0.77 0.012
C 0.963 3.347 -3.822 -0.83 0.21 -0.23 -0.743
C -0.122 3.442 -2.736 0.78 -0.50 1.15 -0.557
C -1.078 2.261 -2.921 0.21 1.47 -0.94 -0.180
H -1.980 -2.280 -5.148 -0.31 0.38 -0.24 0.321
H -0.308 -2.130 -4.829 0.23 -0.29 -0.27 0.121
H -0.875 -2.455 -6.489 0.12 0.29 -0.13 0.384
H -1.736 -0.063 -6.494 0.25 0.35 -0.11 0.414
H 0.015 -0.079 -6.011 -0.14 0.04 -0.50 0.242
H -0.852 -0.192 -3.563 0.22 0.16 -0.19 -0.328
H -2.389 0.254 -4.302 -0.01 0.67 0.47 0.221
H -1.093 3.609 -5.405 -0.02 -0.02 -0.04 0.420
H -2.604 2.708 -5.095 -0.03 0.06 -0.14 0.303
H -1.480 2.127 -6.350 0.11 0.14 -0.01 0.386
H 0.878 2.158 -5.684 -0.60 -0.03 -0.13 0.518
H 1.192 1.216 -4.262 0.04 0.09 0.25 -0.369
H 0.862 4.309 -4.324 0.31 -0.43 -0.89 0.331
H 1.990 3.309 -3.468 -0.08 -0.17 0.23 0.353
H -0.623 4.406 -2.720 -0.09 -0.07 -0.24 0.469
H 0.360 3.346 -1.761 -0.18 0.06 0.08 0.214
H -2.095 2.645 -2.879 -0.21 -0.60 0.26 0.352
H -0.845 1.475 -2.209 -0.23 -0.28 -0.24 -0.191
C -5.178 -0.212 -3.023 0.66 -1.07 0.34 -1.479
C -4.571 -0.474 -1.630 0.23 0.32 0.13 0.471
C -5.599 -0.057 -0.569 0.00 -0.94 0.72 -0.858
N -5.142 -0.172 0.887 1.60 1.32 0.55 0.181
C -4.975 -1.622 1.291 0.02 0.89 -0.47 -0.914
C -3.813 0.558 1.044 0.89 -0.06 0.76 -0.566
C -3.647 0.804 2.559 0.35 -1.79 0.27 -0.823
C -5.075 0.952 3.083 -0.14 1.21 -0.74 -0.637
C -5.977 0.593 1.916 -1.48 -1.59 -0.98 -0.669
H -5.258 0.834 -3.305 -0.13 0.03 0.13 0.344
H -6.133 -0.734 -3.079 -0.20 0.36 -0.11 0.449
H -4.546 -0.748 -3.734 -0.02 0.27 -0.25 0.330
H -3.578 -0.032 -1.501 -0.26 0.68 -0.09 -0.075
H -4.307 -1.531 -1.540 -0.59 -0.19 0.03 0.301
H -6.407 -0.781 -0.676 -0.31 0.26 0.13 0.415
H -6.005 0.946 -0.677 0.22 0.08 -0.21 0.338
H -4.668 -1.770 2.324 -0.17 0.47 0.08 0.384
H -4.146 -1.950 0.670 -0.44 -0.77 -0.11 0.396
H -5.963 -2.041 1.125 0.30 -0.62 -0.15 0.348
H -3.013 -0.111 0.730 -0.08 0.14 -0.40 0.310
H -3.803 1.475 0.459 -0.32 -0.06 -0.13 0.468
H -3.161 -0.100 2.947 -0.54 -0.33 0.04 0.153
H -2.902 1.493 2.956 -0.43 0.89 -0.80 0.608
H -5.304 0.406 3.992 0.06 0.12 0.04 0.373
H -5.269 2.022 3.164 0.03 -0.07 0.92 0.292
H -6.817 -0.073 2.123 0.10 0.00 0.45 0.487
H -6.468 1.422 1.407 0.53 0.30 -0.01 0.432
C 5.450 2.456 4.634 0.47 1.11 0.69 -1.596
C 4.395 1.391 4.916 0.02 0.26 -0.38 -0.163
C 4.946 -0.001 5.062 0.47 -0.59 2.41 -0.760
N 3.970 -1.167 5.005 0.12 1.45 -1.18 0.374
C 4.623 -2.439 5.521 -0.13 0.39 -1.71 -1.002
C 3.602 -1.292 3.530 -0.68 -1.83 0.91 -0.499
C 2.265 -2.043 3.568 0.18 -0.50 -0.67 -0.012
C 1.542 -1.482 4.768 -0.72 1.31 -0.35 -0.595
C 2.636 -0.989 5.726 -0.10 -1.09 0.40 -0.518
H 5.979 2.783 5.533 -0.12 -0.30 0.18 0.422
H 4.917 3.355 4.322 0.09 -0.01 -0.17 0.383
H 6.260 2.294 3.923 -0.43 -0.61 -0.34 0.374
H 3.659 1.517 4.118 -0.21 -0.44 0.12 0.262
H 3.947 1.622 5.883 -0.36 0.31 -0.27 0.332
H 5.262 -0.099 6.106 0.42 0.36 -0.06 0.458
H 5.858 -0.205 4.501 -0.45 -0.31 -0.57 0.459
H 3.868 -3.184 5.289 0.27 -0.45 0.61 0.442
H 4.970 -2.387 6.549 -0.55 0.26 0.14 0.321
H 5.496 -2.629 4.897 0.00 0.01 -0.01 0.394
H 4.453 -1.833 3.122 -0.21 0.21 -0.63 0.476
H 3.396 -0.332 3.065 0.63 0.28 0.32 0.046
H 2.315 -3.125 3.673 0.55 0.04 -0.10 0.374
H 1.719 -1.887 2.638 -0.04 0.08 0.06 -0.265
H 0.767 -2.137 5.163 0.55 -0.38 0.38 0.436
H 0.934 -0.616 4.483 0.25 0.14 -0.18 0.294
H 2.722 -1.688 6.554 -0.20 0.54 0.44 0.274
H 2.436 0.029 6.041 0.47 -0.01 0.11 0.260
P -0.827 -3.898 1.708 -1.11 -2.26 3.13 1.350
F 0.021 -3.053 0.500 0.27 1.51 -2.21 -0.424
F 0.633 -3.999 2.416 -0.61 -0.07 -0.59 -0.334
F -1.068 -2.468 2.452 0.55 -0.14 -0.23 -0.339
F -1.466 -4.773 2.865 0.04 0.64 -0.27 -0.320
F -2.296 -3.635 1.050 1.06 -0.11 -0.96 -0.380
F -0.554 -5.194 0.805 -0.22 0.79 0.00 -0.351
P 4.122 2.350 -0.349 3.96 1.80 1.72 1.444
F 3.510 1.314 0.788 -1.00 -1.02 -0.25 -0.603
F 2.775 2.156 -1.272 -1.04 -0.44 0.30 -0.334
F 3.475 3.508 0.529 0.25 -0.01 -1.39 -0.369
F 4.744 3.145 -1.560 -0.63 0.64 0.47 -0.333
F 5.535 2.401 0.433 -1.23 0.26 0.05 -0.323
F 4.712 0.954 -1.031 -0.90 -1.43 -0.80 -0.459
```
Positions in Å, forces in eV/Å.

[2]
Below is C2H4BrI as an isolated structure in a non-equilibrium geometry, with properties calculated with the ωB97M-V functional and the def2-TZVPD basis.

## Properties
Total charge ... 0
Energy ... -80278.3042 eV
Energy above the lowest of the compared OMol25 structures with the same formula, charge and spin ... 363.78 kJ/mol
Maximum force ... 0.046 Eh/bohr

```
8
Properties=species:S:1:pos:R:3:forces:R:3:mulliken_charge:R:1
C -0.188 1.073 0.621 0.70 1.72 1.44 -0.510
C 0.861 -1.713 -1.433 -0.19 0.37 -1.01 -0.159
Br 1.276 -2.457 0.189 -0.40 -0.20 0.40 0.046
I -1.191 -1.299 -1.854 0.54 -0.47 0.35 0.118
H 0.149 1.865 -0.028 -0.02 0.47 -0.20 0.293
H 0.151 1.304 1.658 -0.01 -0.46 -0.82 0.277
H 0.183 0.190 0.212 0.72 -1.43 -0.06 -0.359
H -1.240 1.037 0.635 -1.35 -0.01 -0.10 0.293
```
Positions in Å, forces in eV/Å.

| no. | HOMO (eV) | frontier orbital gap (eV) | E_LUMO (eV) |
| --- | --- | --- | --- |
| 1 | -17.68 | 8.35 | -9.3 |
| 2 | -8.93 | 7.44 | -1.5 |